1.
C32H55N4OP2W as an isolated structure, computed with the ωB97M-V functional and the def2-TZVPD basis.

Its relative energy (zero: lowest compared OMol25 entry of this formula, charge and spin) is 20.22 kJ/mol. Its molar mass is 757.61 g/mol. For the HOMO-LUMO gap (alpha / beta), the calculation gives 5.70 / 6.21 eV.

ORCA input file:
```
! wB97M-V def2-TZVPD RIJCOSX def2/J DEFGRID3
* xyz 3 3
C -2.304 1.301 -0.563
C -2.676 -0.935 0.239
C -3.661 1.516 -0.783
C -4.089 -0.712 0.062
C -4.566 0.477 -0.442
H -4.007 2.468 -1.194
H -4.772 -1.526 0.325
H -5.643 0.622 -0.582
N -1.810 0.135 -0.054
P 0.093 2.373 0.370
P -0.416 -2.440 0.492
C -1.293 2.378 -0.892
H -0.813 2.131 -1.854
H -1.785 3.359 -1.005
C 2.165 -0.373 1.007
O 3.290 -0.588 1.280
C -2.161 -2.166 0.663
H -2.866 -2.993 0.803
C -0.196 -3.354 -1.205
C 0.112 -3.672 1.866
C 1.534 3.416 -0.415
C -0.678 3.317 1.850
C 1.283 -3.328 -1.637
H 1.896 -4.016 -1.036
H 1.368 -3.649 -2.693
H 1.717 -2.322 -1.536
C -0.715 -4.803 -1.227
H -0.094 -5.488 -0.628
H -1.758 -4.863 -0.871
H -0.699 -5.174 -2.271
C -1.071 -2.554 -2.196
H -0.860 -2.898 -3.228
H -2.140 -2.718 -1.989
H -0.890 -1.470 -2.138
C 1.486 -4.291 1.547
H 2.235 -3.511 1.329
H 1.837 -4.857 2.430
H 1.448 -4.995 0.700
C 0.236 -2.906 3.193
H 1.053 -2.169 3.161
H -0.701 -2.389 3.450
H 0.462 -3.631 3.998
C -0.955 -4.768 2.076
H -1.124 -5.390 1.186
H -0.620 -5.436 2.893
H -1.916 -4.322 2.381
C 0.338 3.299 3.012
H -0.108 3.802 3.890
H 0.600 2.273 3.308
H 1.267 3.835 2.755
C -1.971 2.567 2.252
H -2.789 2.783 1.546
H -1.850 1.477 2.300
H -2.279 2.921 3.253
C -1.105 4.770 1.539
H -1.802 5.100 2.331
H -0.265 5.476 1.530
H -1.645 4.849 0.579
C 1.340 3.497 -1.941
H 0.458 4.101 -2.215
H 2.230 3.979 -2.389
H 1.233 2.501 -2.391
C 2.834 2.646 -0.106
H 2.822 1.641 -0.555
H 3.697 3.207 -0.515
H 2.986 2.520 0.979
C 1.688 4.863 0.091
H 0.838 5.498 -0.200
H 1.823 4.922 1.182
H 2.596 5.290 -0.376
W 0.319 -0.080 0.541
N 0.863 -0.003 -1.507
C 1.211 0.008 -2.626
C 1.637 0.033 -4.039
C 0.676 -0.841 -4.884
C 1.585 1.501 -4.535
C 3.078 -0.532 -4.138
H 0.699 -1.890 -4.550
H -0.359 -0.473 -4.812
H 0.997 -0.798 -5.939
H 2.271 2.143 -3.959
H 1.886 1.532 -5.596
H 0.564 1.908 -4.447
H 3.392 -0.526 -5.196
H 3.789 0.076 -3.557
H 3.118 -1.569 -3.765
N -1.320 -0.335 3.226
C -1.193 -0.237 4.564
C 0.124 0.017 4.860
C 0.763 0.078 3.639
N -0.142 -0.107 2.641
H -2.217 -0.549 2.742
H -2.000 -0.365 5.272
H 0.567 0.138 5.839
H 1.818 0.269 3.500
*
```

=====

2.
A 9-piece molecular cluster, C32H55NO24 overall, computed with the ωB97M-V functional and the def2-TZVPD basis.

The structure (SMILES) is C[C@H]1COC(=O)O1.C[C@H]1COC(=O)O1.C[C@H]1COC(=O)O1.C[C@H]1COC(=O)O1.COC(=O)OC.COC(=O)OC.COC(=O)OC.COC(=O)OC.CCCC#N. Its relative energy (zero: lowest compared OMol25 entry of this formula, charge and spin) is 453.89 kJ/mol. Its molar mass is 837.77 g/mol. For the HOMO-LUMO gap, the calculation gives 10.06 eV.

ORCA input file:
```
! wB97M-V def2-TZVPD RIJCOSX def2/J DEFGRID3
* xyz 0 1
C 0.776 -1.940 0.875
C 0.968 -1.779 -0.584
C 0.671 -2.884 -1.545
O 0.180 -2.059 -2.638
C -0.232 -0.919 -2.144
O -0.895 -0.090 -2.736
O 0.158 -0.669 -0.960
H -0.186 -2.419 1.096
H 0.827 -1.033 1.475
H 1.518 -2.635 1.292
H 2.032 -1.573 -0.665
H -0.120 -3.611 -1.326
H 1.607 -3.447 -1.795
C -2.094 -0.089 1.889
C -3.424 -0.644 1.361
C -3.945 -0.018 0.032
O -3.938 -1.128 -0.839
C -3.409 -2.249 -0.276
O -3.300 -3.309 -0.856
O -3.082 -1.957 0.961
H -1.740 -0.651 2.698
H -2.216 0.982 1.993
H -1.344 -0.017 1.136
H -4.168 -0.673 2.142
H -3.217 0.842 -0.174
H -4.956 0.300 0.107
C -3.102 5.181 0.167
C -2.647 3.762 -0.282
C -2.033 3.738 -1.637
O -0.868 2.948 -1.450
C -0.626 2.652 -0.217
O 0.327 1.945 0.165
O -1.527 3.343 0.530
H -2.457 5.908 -0.200
H -3.107 5.255 1.269
H -3.966 5.600 -0.213
H -3.408 3.011 -0.154
H -1.680 4.692 -1.960
H -2.772 3.300 -2.301
C -0.915 -4.479 2.541
C -1.319 -3.688 3.842
C -1.035 -4.288 5.238
O -0.528 -3.191 5.939
C -0.561 -2.120 5.166
O -0.258 -1.008 5.545
O -0.774 -2.396 3.893
H -1.227 -5.516 2.711
H 0.086 -4.425 2.278
H -1.378 -4.134 1.617
H -2.426 -3.620 3.730
H -0.383 -5.175 5.272
H -2.001 -4.734 5.602
C 4.328 4.451 1.922
O 3.653 3.272 1.899
C 2.680 3.017 2.797
O 2.168 3.965 3.766
O 2.121 1.845 2.667
C 1.063 1.404 3.463
H 5.306 4.336 2.458
H 3.827 5.286 2.355
H 4.532 4.832 0.930
H 1.215 1.422 4.567
H 0.919 0.374 3.019
H 0.162 2.029 3.234
C 2.440 -4.258 7.378
O 2.402 -4.341 5.933
C 3.076 -3.458 5.247
O 4.000 -2.397 5.728
O 2.744 -3.465 3.867
C 3.076 -2.421 3.062
H 2.025 -3.305 7.763
H 3.405 -4.203 7.730
H 2.087 -5.074 7.826
H 2.702 -1.407 3.314
H 3.369 -2.646 2.062
H 4.245 -2.471 3.143
C -0.043 1.010 -5.453
O 1.244 1.333 -5.062
C 1.687 2.603 -5.408
O 0.919 3.491 -6.205
O 2.986 2.817 -4.983
C 3.756 3.923 -5.438
H -0.279 1.086 -6.480
H -0.801 1.501 -4.875
H -0.188 -0.073 -5.190
H 3.321 4.877 -5.185
H 3.723 3.947 -6.526
H 4.724 3.956 -4.971
C -3.770 0.849 -3.369
O -3.957 0.202 -4.600
C -5.301 -0.193 -5.032
O -6.440 0.100 -4.292
O -5.260 -0.803 -6.218
C -6.440 -1.138 -6.972
H -3.723 0.001 -2.682
H -4.551 1.428 -2.971
H -2.776 1.337 -3.403
H -6.962 -0.188 -7.216
H -7.005 -1.815 -6.535
H -6.149 -1.684 -7.905
C 4.669 0.175 -2.505
C 3.340 0.636 -2.021
C 3.404 0.894 -0.496
C 4.250 0.144 0.361
N 4.972 -0.493 1.037
H 4.792 0.251 -3.606
H 4.988 -0.791 -2.263
H 5.420 0.806 -2.069
H 2.621 -0.061 -2.390
H 3.157 1.548 -2.588
H 2.442 0.790 0.024
H 3.772 1.906 -0.260
*
```

=====

3.
C32H55NP2SiW as an isolated structure, computed with the ωB97M-V functional and the def2-TZVPD basis.

Its molar mass is 727.67 g/mol. For the HOMO-LUMO gap (alpha / beta), the calculation gives 2.79 / 2.77 eV.

ORCA input file:
```
! wB97M-V def2-TZVPD RIJCOSX def2/J DEFGRID3
* xyz 2 3
W -0.406 0.195 1.610
C 1.366 -0.223 2.743
C 0.438 0.577 3.519
C -0.634 -1.443 2.900
C 0.712 -1.464 2.410
C -0.817 -0.192 3.620
C 2.803 0.094 2.495
H 2.995 1.167 2.466
H 3.121 -0.326 1.525
H 3.426 -0.360 3.282
C 1.413 -2.618 1.744
H 2.476 -2.591 2.028
H 1.347 -2.552 0.640
H 0.928 -3.557 2.068
C -1.635 -2.547 2.742
H -1.438 -3.263 3.543
H -1.498 -3.041 1.771
H -2.661 -2.177 2.799
C -1.989 0.187 4.462
H -1.963 -0.377 5.419
H -2.939 -0.066 3.955
H -2.004 1.258 4.689
C 0.792 1.835 4.233
H 1.207 1.620 5.237
H -0.078 2.500 4.346
H 1.567 2.386 3.675
C 0.633 0.271 -0.959
C 1.395 1.314 -0.473
C 0.979 2.457 0.515
C -0.526 2.835 0.561
C -1.561 2.024 1.357
C -2.534 1.137 0.569
C -2.006 -0.049 -0.440
C -0.820 0.244 -1.417
H 1.513 3.375 0.154
H -0.850 2.794 -0.547
H 1.370 2.343 1.567
H -0.982 1.197 -1.992
H 1.140 -0.663 -1.222
H 2.472 1.085 -0.476
H -0.895 -0.533 -2.184
H -1.846 -1.087 -0.023
H -3.435 0.886 1.120
H -2.923 -0.139 -1.089
H -0.633 3.898 0.889
H -2.120 2.597 2.095
P -1.025 3.130 -2.353
C -0.840 3.246 -4.181
C -0.859 4.917 -2.011
P -3.339 2.613 -0.432
C -2.830 2.999 -2.141
C -3.661 4.254 0.304
C -5.082 2.248 -0.826
H -1.373 2.465 -4.713
H 0.218 3.191 -4.421
H -1.212 4.227 -4.496
H -1.386 5.412 -2.836
H 0.205 5.173 -2.067
H -1.273 5.248 -1.058
H -5.367 3.074 -1.486
H -5.686 2.271 0.086
H -5.158 1.300 -1.360
H -3.240 2.276 -2.843
H -3.257 3.972 -2.389
H -4.427 4.119 1.082
H -4.098 4.872 -0.487
H -2.789 4.761 0.723
C -0.647 -3.262 -2.601
Si 0.934 -4.101 -1.996
C 0.591 -5.242 -0.511
C 1.619 -5.117 -3.432
N 2.002 -2.841 -1.509
C 3.295 -2.635 -1.307
C 4.216 -3.633 -0.857
C 5.472 -3.253 -0.436
C 5.908 -1.943 -0.561
C 5.055 -0.957 -1.104
C 3.768 -1.300 -1.477
H -1.298 -4.014 -3.090
H -0.387 -2.488 -3.346
H -1.202 -2.794 -1.774
H 0.129 -6.172 -0.869
H 1.532 -5.475 0.009
H -0.092 -4.751 0.205
H 2.124 -4.446 -4.146
H 2.337 -5.876 -3.085
H 0.780 -5.618 -3.943
H 3.864 -4.667 -0.813
H 6.141 -4.022 -0.012
H 6.934 -1.663 -0.238
H 5.412 0.055 -1.240
H 3.096 -0.559 -1.889
*
```

=====

4.
C32H57BF9HgN3O14PS as an isolated structure, computed with the ωB97M-V functional and the def2-TZVPD basis.

Its relative energy (zero: lowest compared OMol25 entry of this formula, charge and spin) is 23.27 kJ/mol. Its molar mass is 1153.24 g/mol. For the HOMO-LUMO gap, the calculation gives 0.96 eV.

ORCA input file:
```
! wB97M-V def2-TZVPD RIJCOSX def2/J DEFGRID3
* xyz -1 1
Hg -2.537 2.314 -3.316
O -9.812 9.164 2.675
C -9.431 8.363 1.781
O -9.293 7.084 1.954
B -8.837 6.363 0.677
O -8.916 7.416 -0.338
C -9.314 8.528 0.225
O -9.639 9.622 -0.290
O -9.650 5.195 0.305
C -8.754 4.316 -0.191
O -8.973 3.293 -0.837
C -7.383 4.834 0.141
O -7.437 5.904 0.836
O -6.356 4.195 -0.054
P -0.639 -1.391 -0.318
F -0.854 0.286 0.004
F -0.769 -1.866 1.168
F -2.287 -1.234 -0.453
F -0.716 -2.947 -0.836
F -0.733 -0.875 -1.896
F 0.986 -1.228 -0.404
C -5.190 -3.632 -5.345
F -5.505 -4.496 -6.314
F -5.588 -4.197 -4.165
F -3.854 -3.586 -5.485
S -6.023 -1.849 -5.577
O -6.165 -1.735 -7.048
O -7.325 -2.035 -4.903
O -5.067 -0.937 -4.962
C 3.558 -8.544 2.253
C 4.219 -9.390 1.136
C 5.818 -9.048 1.132
C 6.616 -10.272 1.694
C 5.855 -11.064 2.767
C 4.468 -11.568 2.308
N 3.911 -10.794 1.171
O 2.571 -11.146 0.855
C 4.651 -12.926 1.673
C 3.603 -11.573 3.593
C 3.720 -8.942 -0.257
H 2.468 -8.537 2.264
H 3.920 -7.518 2.198
H 3.863 -8.837 3.257
H 6.023 -8.782 0.095
H 6.142 -8.258 1.809
H 7.570 -9.859 2.022
H 6.864 -10.956 0.882
H 5.776 -10.508 3.701
H 6.368 -12.020 2.877
H 5.133 -13.562 2.415
H 3.671 -13.375 1.514
H 5.254 -13.117 0.785
H 3.925 -12.101 4.490
H 3.207 -10.623 3.951
H 2.759 -12.208 3.320
H 3.980 -9.645 -1.047
H 3.955 -7.900 -0.478
H 2.652 -8.797 -0.093
H 2.753 -11.447 -0.039
C -1.353 4.049 6.162
C -0.666 5.213 6.940
C 0.673 5.154 6.196
C 1.468 6.290 6.742
C 0.798 7.630 6.590
C -0.636 7.732 7.113
N -1.409 6.499 6.626
O -2.796 6.399 6.852
C -0.801 7.857 8.631
C -1.288 8.925 6.479
C -0.544 4.722 8.455
H -2.388 3.979 6.495
H -1.042 3.022 6.351
H -1.181 4.071 5.086
H 1.064 4.152 6.375
H 0.601 5.234 5.112
H 2.437 6.271 6.243
H 1.670 6.155 7.804
H 0.877 8.016 5.573
H 1.414 8.376 7.091
H 0.167 7.601 9.062
H -1.136 8.852 8.924
H -1.472 7.063 8.959
H -2.338 9.169 6.641
H -0.665 9.807 6.623
H -1.226 8.763 5.403
H -1.440 4.459 9.017
H -0.044 5.378 9.167
H 0.050 3.809 8.422
H -3.117 6.557 5.961
C 1.195 3.118 -9.146
C 0.515 2.320 -8.116
C 0.867 0.806 -8.325
C 2.268 0.367 -7.872
C 2.531 0.909 -6.468
C 2.146 2.355 -6.249
N 0.705 2.605 -6.676
O 0.348 3.788 -6.305
C 2.197 2.810 -4.684
C 3.241 3.245 -7.045
C -0.938 2.340 -8.486
H 1.412 4.148 -8.863
H 0.602 3.231 -10.054
H 2.145 2.742 -9.526
H 0.174 0.122 -7.834
H 0.749 0.510 -9.368
H 3.123 0.693 -8.465
H 2.130 -0.709 -7.776
H 3.565 0.816 -6.137
H 2.127 0.361 -5.617
H 2.773 3.710 -4.464
H 1.240 2.826 -4.163
H 2.877 2.025 -4.352
H 4.195 3.271 -6.519
H 3.544 2.963 -8.054
H 2.832 4.252 -7.120
H -1.689 1.656 -8.091
H -1.224 2.356 -9.538
H -1.357 3.278 -8.121
H 0.818 4.329 -6.945
*
```